Computed, not measured: 6 unconnected molecules or ions with the total composition CH14O5S in a non-equilibrium geometry, with ωB97M-V/def2-TZVPD.

Element x y z (Å)
C: 1.655 -0.692 -0.983
S: 1.149 -1.158 -2.645
H: 1.215 0.220 -0.673
H: 1.557 -1.539 -0.329
H: 2.747 -0.513 -0.930
H: 0.025 -1.808 -2.427
H: -1.283 3.077 -1.418
H: -1.515 2.586 -0.092
O: -1.122 3.379 -0.499
H: 0.177 -1.377 1.575
H: -0.277 -2.838 1.517
O: -0.160 -2.059 0.964
H: -3.036 0.295 -1.276
H: -1.901 -0.124 -0.352
O: -2.855 -0.203 -0.473
H: 1.175 -0.965 3.727
H: 1.033 0.479 3.276
O: 0.801 -0.421 3.021
H: -0.782 2.514 2.389
H: -0.252 2.072 1.231
O: -0.054 1.899 2.185

Forces on atoms 1 to 2 (eV/Å):
C 1.7 -0.7 -0.2
S 0.9 0.5 -0.8

Values from the calculation:
Gap between HOMO and LUMO ... 8.9 eV
Molecular weight ... 138.2 g/mol
Energy above the lowest of the compared OMol25 structures with the same formula, charge and spin ... 1.223 eV
SMILES ... CS.O.O.O.O.O
Energy ... -22336.1476 eV

Atomic partial charges in e from the Mulliken method, atoms 1 to 4: atom 1 (C): -0.5776, atom 2 (S): -0.2316, atom 3 (H): 0.1429, atom 4 (H): 0.2206